No. 1
Below is H3PS in the gas phase, with properties calculated with ωB97M-V/def2-TZVPD.

Last column: Mulliken charge in e.
Positions of all 5 atoms, in Å:
P 0.134 0.065 -0.178  -0.0664
S -2.390 -0.035 -0.127  -0.3290
H 1.208 -0.258 -0.990  0.1353
H 0.797 1.206 0.593  0.1472
H 0.251 -0.977 0.701  0.1129

LUMO in eV: -1.4
ΔE to the lowest compared entry with this formula, charge and spin in kJ/mol: 250.2
Orbital gap in eV: 7.204
HOMO level in eV: -8.6
SMILES: [PH3]=S
Energy in Ha: -741.22546

---

No. 2
Below is a molecular structure, C27H40Br21N2O5, with properties calculated with ωB97M-V/def2-TZVPD.

Last column: Mulliken charge in e.
Positions of all 95 atoms, in Å:
C 4.247 -3.351 2.884  -0.9939
C 2.968 -4.201 3.369  -0.1848
C 2.529 -3.636 4.805  -0.9445
C 1.389 -2.517 4.770  -0.2738
O 1.600 -1.453 3.796  -0.5134
C 0.835 -1.684 2.644  0.1608
C 1.457 -1.944 1.277  0.2375
N 0.707 -2.172 0.136  0.9484
C 1.491 -2.362 -1.154  -0.8009
C 1.408 -1.082 -2.121  -0.5006
C 2.650 -0.078 -1.956  0.1824
C 2.689 0.607 -0.488  -0.1774
N -0.599 -2.259 -0.042  -0.9935
C -1.244 -2.028 1.170  0.4790
C -2.858 -2.119 1.059  -0.3786
C -3.358 -3.652 1.049  -0.5708
C -3.683 -4.257 2.490  -0.2502
C -5.091 -3.801 3.072  0.4108
O -6.157 -3.767 2.433  -0.4921
O -5.165 -3.426 4.467  -0.4662
C -0.701 -1.712 2.548  0.2008
C -1.608 -1.432 3.818  -0.1621
C -2.130 0.112 3.667  -0.7338
C -2.214 0.879 5.069  -0.5669
C -0.750 1.100 5.647  0.4594
O -0.453 0.579 6.742  -0.5219
O 0.192 1.911 4.953  -0.4778
H 5.206 -3.951 3.094  0.3341
H 4.260 -3.097 1.774  0.2410
H 4.323 -2.388 3.497  0.2490
H 2.106 -4.223 2.625  0.1350
H 3.330 -5.291 3.464  0.4212
H 2.088 -4.533 5.384  0.3490
H 3.476 -3.335 5.362  0.3923
H 1.322 -2.085 5.837  0.3913
H 0.390 -3.075 4.623  0.1745
H 2.596 -1.944 1.209  -0.0105
H 1.094 -3.291 -1.695  0.4195
H 2.595 -2.543 -0.917  0.2806
H 1.460 -1.496 -3.195  0.2570
H 0.421 -0.520 -2.044  0.3405
H 2.480 0.783 -2.704  -0.4174
H 3.635 -0.567 -2.256  0.3424
H 3.450 0.038 0.139  0.1716
H 2.993 1.713 -0.525  -0.1072
H 1.631 0.582 -0.043  0.0677
H -3.134 -1.701 0.019  0.4549
H -3.391 -1.452 1.807  0.0824
H -4.280 -3.688 0.361  0.3803
H -2.551 -4.295 0.548  0.3169
H -3.748 -5.402 2.354  0.3636
H -2.863 -4.082 3.258  0.1750
H -5.003 -2.451 4.442  0.3117
H -1.042 -1.467 4.815  0.6094
H -2.546 -2.071 3.842  -0.6315
H -3.136 0.191 3.146  0.3800
H -1.318 0.654 3.052  0.3634
H -2.941 0.384 5.787  0.3027
H -2.640 1.927 4.838  0.4101
H 1.085 1.504 5.032  0.3649
C 1.379 3.271 -5.119  0.0318
Br 0.896 1.405 -4.909  0.0853
Br 2.299 3.952 -3.555  -0.0381
Br 2.393 3.577 -6.742  0.0066
H 0.451 3.832 -5.214  0.0059
C 0.066 1.363 10.215  -0.0164
Br 1.743 2.161 9.657  -0.0297
Br 0.299 -0.475 10.786  -0.0301
Br -0.825 2.431 11.566  -0.0191
H -0.583 1.345 9.342  0.0725
C 3.939 -0.308 -8.158  -0.3761
Br 4.043 -0.311 -6.221  0.0098
Br 2.138 0.051 -8.781  -0.0128
Br 5.230 0.906 -8.945  -0.0019
H 4.198 -1.310 -8.492  0.3703
C -3.105 2.660 -6.142  -0.1620
Br -3.582 0.793 -5.932  -0.0171
Br -2.193 3.352 -4.577  -0.0622
Br -2.085 2.965 -7.762  0.0696
H -4.036 3.218 -6.241  0.1810
C 4.691 5.167 -0.789  0.1500
Br 6.378 5.962 -1.316  0.0007
Br 4.912 3.332 -0.199  0.0286
Br 3.768 6.242 0.534  0.0065
H 4.060 5.142 -1.676  -0.2229
C 0.007 6.009 -8.886  -0.1195
Br 0.026 6.675 -7.065  0.0010
Br -1.686 6.357 -9.765  -0.0012
Br 1.505 6.685 -9.915  -0.0161
H 0.121 4.928 -8.830  0.1065
C -7.260 3.504 -8.081  -0.3572
Br -5.571 4.299 -8.608  0.0043
Br -7.035 1.679 -7.467  -0.0092
Br -8.192 4.593 -6.776  0.0012
H -7.886 3.466 -8.971  0.3687

Total charge: +1
LUMO in eV: -4.4
Orbital gap in eV: 7.169
HOMO level in eV: -11.6
Energy in Ha: -55592.30643

---

No. 3
Below is C5H4N2 in the gas phase, with properties calculated with ωB97M-V/def2-TZVPD.

Last column: Mulliken charge in e.
Positions of all 11 atoms, in Å:
C 3.019 -0.891 0.740  -0.4745
C 1.844 -0.464 0.625  -0.5980
C 0.535 -0.073 0.123  0.5191
C -0.702 -0.801 0.221  -0.2709
N -1.668 0.036 -0.107  0.2430
N -1.241 1.305 -0.399  -0.6815
C 0.049 1.265 -0.240  -0.1602
H 1.026 -0.511 -0.814  0.2489
H -0.870 -1.841 0.467  0.4729
H -2.653 -0.166 -0.205  0.2205
H 0.662 2.141 -0.411  0.4807

LUMO (spin up / spin down) in eV: -1.0 / -1.0
ΔE to the lowest compared entry with this formula, charge and spin in kJ/mol: 619.8
Orbital gap (spin up / spin down) in eV: 7.246 / 7.248
HOMO level (spin up / spin down) in eV: -8.2 / -8.2
Energy in Ha: -302.19223

---

No. 4
Below is 14 unconnected molecules or ions with the total composition H28O14, with properties calculated with ωB97M-V/def2-TZVPD.

Last column: Löwdin spin population.
Positions of all 42 atoms, in Å:
O -0.741 -3.888 2.149  0.0000
H -1.411 -3.591 1.524  0.0000
H -0.100 -3.167 2.144  0.0000
O 1.459 -2.313 3.189  0.0000
H 2.406 -2.419 3.124  0.0000
H 1.176 -2.231 4.104  0.0000
O -3.106 2.440 2.474  0.0002
H -2.343 2.339 3.038  0.0000
H -3.901 2.261 2.973  0.0000
O -0.028 4.798 -0.220  0.4331
H -0.595 3.995 -0.237  0.0003
H 0.752 4.245 0.060  0.0039
O 1.231 -0.233 -1.563  0.0000
H 1.455 -0.706 -0.760  0.0000
H 1.884 0.109 -2.165  0.0000
O 2.193 3.426 -0.097  0.0003
H 2.994 3.128 0.345  0.0000
H 2.412 4.319 -0.396  -0.0002
O -4.966 0.006 0.405  0.2972
H -4.512 -0.232 -0.410  -0.0018
H -4.419 0.569 0.962  0.0027
O -1.176 2.039 -1.780  0.0655
H -0.956 1.304 -1.194  0.0006
H -0.451 2.197 -2.392  -0.0009
O -3.957 0.625 -2.588  0.1953
H -3.877 -0.192 -3.097  0.0015
H -3.085 1.011 -2.449  0.0012
O 0.028 -0.788 0.952  0.0000
H -0.897 -1.020 0.985  0.0000
H 0.432 -1.112 1.768  0.0000
O 1.324 -4.424 -1.350  0.0000
H 1.435 -4.727 -2.251  0.0000
H 0.395 -4.178 -1.287  0.0000
O 4.357 1.243 0.246  0.0000
H 5.279 1.219 0.509  0.0000
H 3.732 1.584 0.875  0.0000
O 3.723 -1.315 1.241  0.0000
H 3.507 -2.217 0.984  0.0000
H 3.724 -0.763 0.447  0.0000
O -0.878 -1.375 -3.106  0.0011
H -0.787 -1.980 -3.835  0.0000
H -0.026 -1.158 -2.694  0.0000

Total charge: +1
LUMO (spin up / spin down) in eV: -2.9 / -11.0
ΔE to the lowest compared entry with this formula, charge and spin in kJ/mol: 226.7
Multiplicity: 2
Orbital gap (spin up / spin down) in eV: 10.560 / 2.301
HOMO level (spin up / spin down) in eV: -13.4 / -13.3
Energy in Ha: -1069.71415

---

No. 5
Below is a molecular structure, C34H55N10O3PS2SiTl, with properties calculated with ωB97M-V/def2-TZVPD.

Last column: Mulliken charge in e.
Positions of all 107 atoms, in Å:
Tl -0.113 0.441 -0.938  1.6152
C 0.617 -4.304 -4.305  -1.0279
N 0.818 -3.503 -3.131  0.5228
C 1.761 -3.748 -2.184  -1.5855
C 1.622 -2.774 -1.239  -0.4041
N 0.610 -1.952 -1.590  0.8711
C 0.134 -2.395 -2.744  -0.3022
P -1.471 -2.030 -3.572  -0.4377
C -2.344 -2.160 -1.984  -0.1675
N -2.010 -1.499 -0.894  0.8439
C -2.797 -1.971 0.094  -0.4159
C -3.619 -2.947 -0.406  -1.5404
N -3.319 -3.068 -1.727  0.1499
C -3.877 -4.019 -2.648  -0.9028
C -1.645 -0.223 -3.770  -0.1342
N -1.713 0.693 -2.817  0.1475
C -2.044 1.857 -3.411  -0.5614
C -2.194 1.648 -4.753  -0.6047
N -1.949 0.332 -4.972  0.2672
C -2.012 -0.313 -6.254  -0.8959
H 1.582 -4.657 -4.667  0.3518
H 0.130 -3.714 -5.081  0.4127
H -0.007 -5.170 -4.069  0.3112
H 2.445 -4.568 -2.245  0.6119
H 2.192 -2.633 -0.345  0.3528
H -2.719 -1.591 1.091  0.4897
H -4.366 -3.556 0.058  0.5572
H -4.965 -4.022 -2.588  0.3578
H -3.519 -5.025 -2.425  0.3229
H -3.580 -3.757 -3.663  0.3179
H -2.152 2.761 -2.847  0.4752
H -2.440 2.325 -5.546  0.4677
H -2.257 0.431 -7.009  0.3273
H -2.789 -1.079 -6.253  0.3447
H -1.052 -0.763 -6.507  0.3136
C 5.693 -1.361 -3.968  -1.2704
C 4.563 -1.870 -3.079  -0.3710
N 3.275 -1.336 -3.458  0.1656
C 2.692 -0.292 -2.837  -0.0384
S 1.257 0.370 -3.545  -0.3525
N 3.165 0.179 -1.730  -1.0652
N 2.474 1.119 -1.111  0.9582
C 2.868 2.333 -1.041  -0.2477
C 4.168 2.770 -1.647  -1.7513
C 1.942 3.321 -0.484  0.9400
C 2.378 4.507 0.109  -0.9881
C 1.433 5.449 0.479  -0.7044
C 0.093 5.185 0.241  -1.1123
C -0.248 3.967 -0.328  -0.0140
N 0.647 3.061 -0.671  0.2465
H 6.634 -1.813 -3.668  0.4074
H 5.784 -0.282 -3.882  0.2801
H 5.506 -1.614 -5.009  0.3154
H 4.731 -1.589 -2.039  0.2594
H 4.504 -2.961 -3.141  0.3431
H 2.964 -1.496 -4.404  0.3177
H 4.225 2.410 -2.676  0.3316
H 4.996 2.320 -1.098  0.3181
H 4.270 3.850 -1.656  0.5409
H 3.428 4.673 0.302  0.5345
H 1.740 6.378 0.935  0.4673
H -0.672 5.900 0.493  0.5003
H -1.278 3.703 -0.509  0.5297
C 2.468 -0.875 1.710  -1.6354
C 1.154 -1.081 2.466  1.7421
C 1.381 -0.910 3.965  -1.6126
C 0.536 -2.451 2.183  -1.2082
O 0.256 -0.103 1.941  0.7948
Si -1.101 0.530 2.572  -0.6113
S -1.879 1.387 0.757  -0.7948
O -2.061 -0.625 3.160  0.5349
C -3.175 -0.586 4.062  1.5522
C -3.939 -1.896 3.847  -1.7382
C -4.061 0.618 3.753  -1.4185
C -2.638 -0.508 5.490  -1.5096
O -0.903 1.607 3.760  0.2666
C -0.308 2.895 3.878  1.7078
C -1.327 3.939 3.420  -1.4890
C 0.011 3.069 5.363  -1.9451
C 0.963 2.974 3.036  -1.3175
H 3.144 -1.707 1.885  0.5049
H 2.954 0.044 2.032  0.3149
H 2.258 -0.784 0.646  0.0200
H 2.030 -1.702 4.330  0.5305
H 0.437 -0.954 4.495  0.2026
H 1.851 0.046 4.173  0.3115
H 1.238 -3.254 2.388  0.5006
H 0.220 -2.502 1.144  0.0448
H -0.343 -2.571 2.809  0.1789
H -4.361 -1.929 2.846  0.3254
H -4.743 -1.980 4.572  0.4497
H -3.265 -2.741 3.965  0.3170
H -4.353 0.611 2.705  0.2449
H -3.513 1.535 3.947  0.1380
H -4.953 0.597 4.372  0.5689
H -2.027 -1.380 5.711  0.2941
H -3.459 -0.465 6.199  0.5287
H -2.026 0.382 5.597  0.0793
H -2.199 3.914 4.067  0.3673
H -1.644 3.721 2.403  0.1117
H -0.882 4.929 3.455  0.4947
H -0.899 2.954 5.946  0.3676
H 0.429 4.054 5.548  0.4266
H 0.719 2.309 5.685  0.3749
H 0.725 2.771 1.996  0.1427
H 1.686 2.234 3.369  0.1454
H 1.412 3.959 3.114  0.7041

Total charge: +1
LUMO in eV: -3.6
ΔE to the lowest compared entry with this formula, charge and spin in kJ/mol: 167.1
Orbital gap in eV: 6.441
HOMO level in eV: -10.0
Energy in Ha: -3701.56690

---

Which formula does entry 2 have? C27H40Br21N2O5

---

Which formula does entry 3 have? C5H4N2

---

What is the energy in the fourth record? -1069.71415 Ha